(1)
2 unconnected molecules or ions with the total composition C8H11BrO, computed with ωB97M-V with the def2-TZVPD basis set.

Last column: Löwdin charge in e.
Positions of all 21 atoms, in Å:
C 3.0913 -0.7244 0.1445  -0.0782
C 2.0136 -1.1335 -0.6000  -0.0497
C 2.5753 -0.2367 1.3497  -0.1025
C 0.8412 -0.7379 0.1044  -0.4148
C -2.8711 0.1782 0.2045  -0.1757
C -0.1399 1.7264 -1.1237  0.0934
C -1.5605 -0.3234 0.7268  -0.3161
C -0.4877 -0.6712 -0.2827  -0.7501
O 1.2382 -0.1294 1.2308  0.0158
Br -1.0198 -1.7000 -1.6386  0.9109
H 4.2551 -0.7965 0.0727  0.1438
H 1.8858 -1.5917 -1.5681  0.0904
H 3.0711 0.3509 2.1473  0.1315
H -2.8237 0.9018 -0.6665  0.0793
H -3.5566 -0.6218 -0.2924  0.0858
H -3.5489 0.6419 0.9308  0.0668
H -0.3400 1.8169 -2.1857  0.0137
H -0.4857 2.4845 -0.4222  0.0199
H 0.8110 1.3440 -0.8852  -0.0296
H -1.1706 0.4789 1.4848  0.1492
H -1.7781 -1.2570 1.2689  0.1162

Atomic forces in eV per Å
3.24 0.09 2.73
-2.58 -0.09 -0.74
1.07 1.22 -1.37
2.53 -0.48 -1.04
-2.69 -0.17 -2.88
-0.27 0.04 0.07
0.67 1.05 1.60
-0.80 2.31 1.95
-0.53 0.01 1.61
-0.67 -1.46 -2.15
-2.59 -0.12 -0.47
0.59 -0.05 0.00
-0.63 -0.77 -0.53
0.55 -0.46 1.11
1.39 0.81 1.01
0.56 -0.11 0.24
-0.32 -0.01 0.18
-0.33 -0.23 -0.29
1.02 -0.14 0.04
-0.38 -1.69 -1.36
0.19 0.24 0.30

Results
HOMO energy (spin up / spin down): -7.08 / -8.15 eV
lowest unoccupied orbital energy (spin up / spin down): 0.28 / -0.34 eV
max |F|: 0.08245 hartree/bohr
net charge: 0
energy relative to the best compared isomer or geometry (same formula, charge and spin): 3.211 eV


(2)
A molecular structure, C3H7NO, computed with ωB97M-V with the def2-TZVPD basis set.

Last column: Löwdin charge in e.
Positions of all 12 atoms, in Å:
C 0.4449 -0.2857 1.1718  -0.0358
C 0.9497 0.8443 -1.0677  0.0142
C 0.0527 -0.0204 -0.2651  -0.5323
O -2.0945 -0.4655 0.3292  -0.0869
N -1.2075 -0.1383 -0.7009  -0.0204
H -2.8862 -0.7531 -0.1426  0.0891
H 0.2946 -1.3345 1.4264  0.0793
H 1.4782 -0.0014 1.3658  0.0750
H 2.0124 0.6209 -1.0525  0.0538
H 0.5158 1.7314 -1.5154  0.0625
H 0.5987 -0.5294 -1.3846  0.2156
H -0.1589 0.3318 1.8357  0.0859

Atomic forces in eV per Å
0.15 -0.65 -0.07
-0.49 -2.90 -0.57
-2.12 1.60 1.66
0.22 -0.25 0.22
1.49 0.12 0.12
0.19 0.14 0.00
-0.08 0.07 0.22
0.03 -0.16 -0.23
-0.19 0.50 0.34
0.15 -0.54 -0.56
0.91 2.13 -1.01
-0.26 -0.06 -0.13

Results
HOMO energy: -7.78 eV
lowest unoccupied orbital energy: 0.68 eV
max |F|: 0.06087 hartree/bohr
net charge: 0
energy relative to the best compared isomer or geometry (same formula, charge and spin): 5.677 eV


(3)
A molecular structure, C40H33IN4O5PV, computed with ωB97M-V with the def2-TZVPD basis set.

Last column: Löwdin charge in e.
Positions of all 85 atoms, in Å:
V 0.4906 0.4191 0.8527  0.9323
N -1.2220 1.8499 1.9346  0.0124
C -1.9494 2.5063 0.8504  -0.1571
C -1.0563 2.6490 -0.3897  -0.6055
O -1.2329 3.6007 -1.1575  -0.0117
N -0.1598 1.6679 -0.5104  -0.0948
C 0.6799 1.7280 -1.6896  -0.1173
C 1.9552 0.9312 -1.4097  -0.5963
O 2.9653 1.0808 -2.0739  0.0570
O 1.8413 0.1043 -0.4180  -0.1388
H -1.8381 1.4031 2.5995  0.0810
H -0.6601 2.5264 2.4379  0.0814
H -2.3242 3.4988 1.1200  0.1129
H -2.8058 1.8909 0.5587  0.0939
H 0.9291 2.7568 -1.9593  0.1243
H 0.1762 1.2727 -2.5545  0.1124
C 2.4288 3.9281 2.3864  -0.0947
C 1.5976 3.1171 1.6474  -0.1329
N 1.6305 1.7549 1.7284  -0.0388
C 2.5246 1.2116 2.6061  -0.1321
C 3.4223 1.9690 3.3850  -0.1621
C 3.3687 3.3784 3.2620  -0.0659
C 4.3307 1.2686 4.2252  -0.0372
C 4.3691 -0.0970 4.2712  -0.0534
C 3.4794 -0.8755 3.4974  -0.1577
C 3.4573 -2.2815 3.4543  -0.0135
C 2.5512 -2.9066 2.6309  -0.0448
C 1.6373 -2.1496 1.8886  -0.0858
N 1.5995 -0.8343 1.9363  0.0043
C 2.5332 -0.2023 2.6858  -0.1239
H 2.3558 4.9996 2.2564  0.0940
H 0.9085 3.5522 0.9360  0.1046
H 4.0605 4.0038 3.8111  0.0899
H 5.0246 1.8508 4.8197  0.1041
H 5.0931 -0.6034 4.8990  0.1023
H 4.1438 -2.8506 4.0693  0.1103
H 2.5247 -3.9869 2.5715  0.0958
H 0.9083 -2.6282 1.2491  0.0985
I -2.9901 -0.2393 -1.8993  1.0175
C -3.3233 -1.6942 -3.4114  -0.5920
C -4.4958 -1.4899 -4.0953  -0.1947
C -4.9018 -2.3376 -5.1315  -0.0923
C -4.1086 -3.3862 -5.4801  -0.0528
C -2.8874 -3.6282 -4.8128  -0.1670
C -2.1155 -4.7278 -5.2322  -0.0462
C -0.9357 -5.0263 -4.6190  -0.0631
C -0.4966 -4.2230 -3.5679  -0.0943
C -1.1980 -3.1252 -3.1053  -0.2832
P -0.3318 -2.2726 -1.6580  1.0762
C -0.3380 -3.8343 -0.6693  -0.3697
C 0.6794 -4.7515 -0.4257  -0.1046
C 0.4533 -5.8466 0.3991  -0.0923
C -0.7819 -6.0389 0.9947  -0.0972
C -1.8086 -5.1353 0.7507  -0.0816
C -1.5864 -4.0531 -0.0799  -0.1111
C 1.2636 -2.1302 -2.5522  -0.3851
C 2.5250 -2.4499 -2.0632  -0.0951
C 3.6564 -2.1265 -2.7977  -0.0796
C 3.5496 -1.4473 -3.9980  -0.0959
C 2.2995 -1.0802 -4.4721  -0.0804
C 1.1687 -1.4239 -3.7554  -0.1116
C -2.4466 -2.7857 -3.7274  -0.1760
H -5.1177 -0.6482 -3.8254  0.0697
H -5.8411 -2.1567 -5.6374  0.1014
H -4.4042 -4.0672 -6.2687  0.1071
H -2.4829 -5.3317 -6.0531  0.1075
H -0.3376 -5.8715 -4.9353  0.1046
H 0.4393 -4.4760 -3.0908  0.0982
H 1.6512 -4.6330 -0.8858  0.0875
H 1.2500 -6.5592 0.5759  0.0993
H -0.9493 -6.8917 1.6397  0.0956
H -2.7763 -5.2792 1.2144  0.1025
H -2.3879 -3.3547 -0.2955  0.0897
H 2.6373 -2.9038 -1.0877  0.0892
H 4.6349 -2.3688 -2.4027  0.1029
H 4.4384 -1.1645 -4.5462  0.0993
H 2.2087 -0.4939 -5.3773  0.1036
H 0.1911 -1.1142 -4.1111  0.1058
C -2.7525 -1.7417 2.3039  0.0012
C -1.4145 -1.0256 2.1357  -0.7039
O -0.8378 -0.6174 3.1479  -0.0066
O -0.9953 -0.8552 0.9367  -0.2312
H -2.5932 -2.6883 2.8194  0.0763
H -3.2156 -1.9149 1.3349  0.0491
H -3.4025 -1.1231 2.9226  0.0763

Atomic forces in eV per Å
-1.54 1.20 -0.45
0.08 -0.10 -0.21
0.18 0.21 -0.12
-0.21 -0.02 0.07
-0.10 -0.05 -0.03
-0.61 0.86 -1.03
0.23 0.01 0.05
0.01 0.70 -0.88
-0.16 -0.11 0.09
0.66 -0.96 -0.26
0.09 -0.04 0.07
0.00 -0.06 0.07
-0.02 -0.06 -0.09
0.01 -0.01 0.08
0.03 -0.08 -0.05
0.06 0.05 -0.04
-0.36 -0.19 -0.35
0.20 0.73 0.17
0.41 0.57 0.82
0.47 -0.14 0.33
-0.27 0.06 -0.31
0.27 -0.12 0.26
0.06 -0.26 -0.01
0.19 0.14 0.16
-0.24 -0.15 -0.17
-0.24 0.22 -0.15
0.32 -0.34 0.28
-0.15 0.40 0.02
1.29 -1.81 0.96
0.40 0.53 0.42
-0.01 0.01 -0.04
-0.01 -0.08 -0.03
-0.02 -0.02 0.05
0.01 0.00 0.03
0.00 0.00 0.01
0.04 -0.03 -0.03
-0.07 0.01 -0.07
-0.08 -0.03 0.05
0.01 -0.25 -0.29
-0.05 0.27 0.22
0.22 0.17 0.29
-0.04 -0.26 -0.22
-0.19 0.09 -0.01
0.05 0.20 0.27
0.14 -0.14 -0.01
-0.09 -0.09 -0.18
-0.28 0.27 0.09
-0.05 -0.16 -0.08
0.12 -0.47 -0.66
0.00 0.20 0.15
0.01 0.08 -0.06
0.03 -0.09 0.03
-0.01 -0.01 0.02
0.00 -0.08 -0.02
0.07 0.02 0.04
0.01 0.15 0.12
-0.12 0.03 0.00
0.14 0.00 0.02
0.04 -0.03 -0.07
-0.02 -0.02 0.04
0.07 0.01 0.03
0.06 -0.13 -0.13
-0.01 0.00 0.01
0.00 0.02 -0.02
0.02 0.01 -0.04
-0.03 0.00 -0.01
-0.02 -0.01 -0.02
0.05 0.00 -0.03
-0.02 0.01 0.01
0.03 0.02 -0.01
0.01 0.00 0.03
-0.04 0.02 -0.03
-0.02 0.04 0.12
0.04 0.05 0.00
0.00 0.00 0.02
0.03 0.00 0.02
-0.01 -0.03 -0.03
0.02 -0.02 -0.07
0.21 0.10 -0.31
-0.48 -0.32 0.90
-0.24 -0.18 -0.03
-0.46 -0.40 0.17
0.00 -0.02 0.01
-0.09 -0.05 0.02
0.00 -0.03 0.02

Results
HOMO energy (spin up / spin down): -2.38 / -5.48 eV
lowest unoccupied orbital energy (spin up / spin down): 2.18 / 2.18 eV
max |F|: 0.04714 hartree/bohr
net charge: -1
spin multiplicity: 4
energy relative to the best compared isomer or geometry (same formula, charge and spin): 1.413 eV


(4)
7 unconnected molecules or ions with the total composition C14H28Br14, computed with ωB97M-V with the def2-TZVPD basis set.

Last column: Löwdin charge in e.
Positions of all 56 atoms, in Å:
Br 2.8798 3.4777 4.6613  0.5538
C 2.9759 5.2893 3.8546  -0.6745
C 1.7042 6.1407 4.0663  -0.7054
Br 2.0149 7.8786 3.3234  0.6369
H 3.2852 5.1464 2.8192  0.0486
H 3.8025 5.7315 4.4107  0.0401
H 1.5352 6.3054 5.1305  0.0509
H 0.7462 5.8632 3.6265  0.0485
Br -4.8499 6.2259 3.9724  0.5029
C -5.9055 5.8018 2.2676  -0.6164
C -4.9375 5.1764 1.2429  -0.6445
Br -5.8050 5.5120 -0.5214  0.5844
H -6.2407 6.8124 2.0342  0.0294
H -6.7646 5.3186 2.7330  0.0431
H -4.4725 4.2186 1.4761  0.0693
H -4.0398 5.7945 1.2420  0.0330
Br 2.3023 -5.8360 3.4864  0.5306
C 3.2194 -4.3552 2.3818  -0.5781
C 3.6741 -3.4419 3.5188  -0.7448
Br 4.7330 -1.9914 2.7194  0.5890
H 2.5706 -3.8091 1.6970  0.0609
H 4.0640 -4.8215 1.8744  0.0536
H 4.3481 -3.8689 4.2615  0.0402
H 2.8590 -3.0582 4.1324  0.0505
Br -6.6635 0.4569 2.9481  0.5171
C -6.9325 -1.2585 1.8718  -0.6172
C -6.2094 -1.2107 0.4825  -0.6436
Br -4.2434 -1.2527 0.7374  0.5464
H -7.9594 -1.6155 1.7940  0.0586
H -6.5098 -2.1009 2.4193  0.0398
H -6.4031 -0.2624 -0.0188  0.0408
H -6.5137 -2.0276 -0.1719  0.0568
Br 0.1170 -4.8356 -2.3613  0.4697
C -1.9336 -4.4642 -2.6076  -0.5796
C -2.3851 -5.1909 -3.9116  -0.6279
Br -4.3070 -4.6282 -4.2132  0.5476
H -2.1542 -3.4054 -2.7427  0.0413
H -2.4184 -4.8327 -1.7036  0.0492
H -2.2128 -6.2618 -3.8039  0.0557
H -1.8777 -4.8328 -4.8073  0.0436
Br 7.7926 -3.3752 -4.6039  0.5768
C 7.2275 -2.2430 -6.0965  -0.7177
C 5.7521 -2.5954 -6.5962  -0.6298
Br 5.4655 -1.1814 -7.9536  0.5928
H 7.9311 -2.5005 -6.8882  0.0361
H 7.3767 -1.2023 -5.8089  0.0382
H 5.0031 -2.6166 -5.8045  0.0493
H 5.5907 -3.5998 -6.9874  0.0550
Br 0.1905 2.2409 0.9526  0.5244
C 1.0057 0.6908 -0.0691  -0.6293
C 2.1684 1.1681 -0.9078  -0.6676
Br 3.1255 -0.4099 -1.6453  0.5746
H 0.1132 0.1989 -0.4557  0.0532
H 1.4490 0.0995 0.7321  0.0379
H 2.8530 1.8345 -0.3830  0.0574
H 1.8629 1.7036 -1.8067  0.0483

Atomic forces in eV per Å
-0.30 0.53 -0.30
-0.33 -0.10 0.38
0.28 -0.50 0.46
0.28 0.68 -0.29
-0.35 0.07 0.11
-0.18 0.15 -0.20
0.09 -0.15 -0.08
0.49 -0.71 -0.10
-0.25 -0.34 -0.72
0.88 0.62 1.53
-0.28 1.61 0.58
0.54 -0.77 0.64
0.28 -0.28 -0.57
0.28 -0.75 -0.78
-1.16 -0.56 -0.41
-0.30 0.43 -0.27
0.31 0.83 -1.26
0.24 -0.30 1.98
0.42 0.11 0.02
-0.32 0.05 0.11
-0.30 -0.56 0.16
-0.29 -0.02 0.07
0.04 -0.46 -0.52
-0.13 0.35 -0.59
-0.47 -1.68 -1.03
1.15 -0.43 -0.55
-0.27 0.87 1.21
-0.73 -0.14 -0.20
-0.37 1.13 -0.19
0.50 0.51 0.44
0.02 -0.15 0.02
0.19 -0.09 0.27
-1.99 0.52 -0.24
0.56 -0.57 -1.25
0.13 0.79 1.03
1.08 -0.70 0.26
0.69 0.02 0.32
0.23 -0.12 -0.22
-0.72 0.03 -0.19
0.01 0.07 0.32
-0.25 0.13 -0.05
-1.08 -1.23 -0.64
1.40 0.63 0.82
-0.41 -0.76 0.43
-0.16 0.19 0.03
-0.40 -0.24 0.04
0.08 1.07 0.09
0.81 0.22 -0.71
0.46 -0.52 -0.58
0.28 0.59 1.73
-0.63 0.09 -1.32
-0.22 0.52 0.46
0.63 0.07 -0.64
-0.38 -0.14 0.00
0.02 -0.56 0.26
-0.15 -0.06 0.12

Results
structure (SMILES): BrCCBr.BrCCBr.BrCCBr.BrCCBr.BrCCBr.BrCCBr.BrCCBr
HOMO energy: -10.26 eV
lowest unoccupied orbital energy: -0.01 eV
max |F|: 0.04034 hartree/bohr
net charge: 0
energy relative to the best compared isomer or geometry (same formula, charge and spin): 2.980 eV


(5)
C20H31N3O4S in the gas phase, computed with ωB97M-V with the def2-TZVPD basis set.

Last column: Löwdin charge in e.
Positions of all 59 atoms, in Å:
C -4.8906 -1.8499 -2.1683  -0.0843
H -5.1926 -1.2423 -3.0280  0.0967
O -4.1504 -1.1038 -1.2382  -0.1082
C -4.7236 0.0125 -0.6804  -0.1995
C -6.0212 0.4142 -0.9411  -0.0328
C -6.5321 1.5860 -0.3990  -0.1042
C -5.7333 2.3642 0.4099  -0.1054
C -4.4391 1.9630 0.6973  -0.0298
C -3.9038 0.7838 0.1800  -0.1561
N -2.5998 0.4095 0.4382  -0.0780
C -2.2138 -0.9759 0.6378  -0.1206
C -1.3221 -1.0976 1.8684  -0.0969
N -0.0933 -0.3528 1.6552  -0.0412
C 1.0754 -0.9776 1.8540  -0.4809
O 1.1632 -2.0666 2.4017  0.0415
C 2.3519 -0.2286 1.4719  -0.1064
N 2.5134 -0.1416 0.0378  -0.1947
S 2.1294 -1.5336 -0.8026  0.6403
O 0.7187 -1.7440 -0.6642  -0.2706
O 2.6356 -1.3773 -2.1354  -0.2910
C 2.9855 -2.9166 -0.0110  -0.0908
H 4.0453 -2.7020 0.0083  0.0577
H 2.7853 -3.7849 -0.6249  0.0716
H 2.5725 -3.0488 0.9821  0.0478
C 3.5961 0.6768 -0.4834  -0.3416
C 3.2474 2.1654 -0.4008  -0.1464
C 4.3162 2.9862 -1.1176  -0.1939
C 5.6888 2.7308 -0.5023  -0.2059
C 6.0275 1.2441 -0.5522  -0.1925
C 4.9584 0.4261 0.1689  -0.1455
H 5.2076 -0.6358 0.1168  0.1102
H 4.9291 0.7212 1.2203  0.1191
H 6.0862 0.9199 -1.5930  0.1189
H 7.0006 1.0686 -0.0889  0.1109
H 6.4483 3.3019 -1.0391  0.1089
H 5.6896 3.0684 0.5369  0.1142
H 4.0707 4.0481 -1.0531  0.1106
H 4.3342 2.7083 -2.1730  0.1181
H 2.2707 2.3315 -0.8567  0.1192
H 3.1964 2.4783 0.6449  0.1142
H 3.6535 0.3946 -1.5382  0.1328
H 2.3258 0.7823 1.8881  0.1289
H 3.1815 -0.7749 1.9433  0.1312
C -0.2430 0.8392 0.8445  -0.1246
H 0.4571 1.6079 1.1802  0.1210
C -1.6671 1.3713 0.9725  -0.1511
H -1.7507 2.2996 0.3986  0.1328
H -1.8636 1.6067 2.0324  0.1281
H -0.0277 0.6012 -0.2027  0.1236
H -1.8339 -0.7159 2.7594  0.1350
H -1.0485 -2.1398 2.0393  0.1282
H -1.6580 -1.3536 -0.2281  0.1160
H -3.1032 -1.5885 0.7789  0.1302
H -3.8410 2.5801 1.3482  0.0971
H -6.1115 3.2835 0.8315  0.0989
H -7.5455 1.8805 -0.6243  0.0981
H -6.6509 -0.1734 -1.5903  0.0997
H -4.2204 -2.6398 -2.5044  0.0955
H -5.7797 -2.3013 -1.7136  0.0959

Atomic forces in eV per Å
-0.13 -0.14 -0.16
0.00 -0.02 0.05
0.12 0.47 0.28
-0.03 -0.11 -0.03
0.03 -0.18 -0.07
-0.02 0.12 0.06
-0.18 0.03 -0.07
0.11 -0.12 -0.01
-0.17 0.00 -0.08
0.25 0.12 -0.17
0.16 -0.42 0.12
-0.25 -0.31 0.01
-0.24 0.14 0.14
0.15 0.19 0.69
0.12 -0.19 0.10
0.04 -0.23 0.34
-0.28 -0.83 -0.45
0.20 -0.22 -0.34
-0.03 -0.23 0.28
0.35 -0.01 0.01
-0.43 0.72 -0.25
0.21 0.06 -0.02
-0.08 -0.10 -0.18
-0.03 0.01 0.16
0.37 0.36 -0.18
-0.01 -0.20 -0.28
0.03 0.11 0.34
0.02 -0.08 -0.31
0.02 0.11 0.31
-0.07 -0.07 -0.32
0.00 -0.06 0.08
0.01 -0.04 0.10
0.06 -0.04 -0.07
0.02 -0.05 -0.08
0.03 0.05 0.07
0.04 0.06 0.06
-0.02 0.00 -0.09
-0.02 0.04 -0.10
-0.07 -0.01 0.04
-0.06 0.05 0.10
0.14 0.22 0.09
0.01 -0.04 -0.06
-0.21 0.13 0.01
-0.02 0.33 -0.25
-0.06 0.01 -0.07
0.10 0.14 0.04
0.05 -0.03 0.11
0.01 0.08 -0.07
-0.06 0.14 0.06
-0.01 -0.12 -0.05
-0.09 0.13 0.01
-0.18 -0.08 0.12
0.12 0.02 0.01
0.11 0.02 0.07
-0.03 0.07 0.04
-0.08 0.03 -0.02
0.00 -0.09 -0.07
-0.09 0.03 -0.02
0.04 0.04 -0.03

Results
structure (SMILES): COc1ccccc1N1CCN(C(=O)CN(C2CCCCC2)S(C)(=O)=O)CC1
HOMO energy: -7.32 eV
lowest unoccupied orbital energy: 0.62 eV
max |F|: 0.01914 hartree/bohr
net charge: 0
energy relative to the best compared isomer or geometry (same formula, charge and spin): 2.953 eV